36
Properties=species:S:1:pos:R:3:forces:R:3:lowdin_charge:R:1 method="wB97M-V/def2-TZVPD" e_above_lowest_kcal_mol=195.1 homo_ev=-8.724 orbital_gap_ev=8.45 energy_ha=-853.59454 lumo_energy_ev=-0.275
C 0.2240 1.2218 -0.5129 2.46 -2.83 3.30 -0.3317
C 0.9605 1.7893 0.9251 0.92 0.59 -0.64 -0.3075
C 0.1425 -0.3838 -0.3724 -0.27 0.84 -0.21 -0.1411
C 1.3290 -1.3394 -0.2671 1.26 -0.10 -2.38 -0.1869
C 1.8014 -1.9590 -1.6808 2.07 0.03 2.22 -0.1691
C 0.7657 -4.3830 -1.2554 -0.69 0.79 -0.08 -0.5763
C -1.3946 2.3190 1.7753 -0.90 0.99 -3.38 -0.3090
C -1.5901 3.4490 0.5282 0.38 0.16 1.67 -0.3329
C -2.0761 2.8580 3.0186 2.50 -2.81 1.89 -0.0662
H 1.8456 1.3848 -1.4665 0.05 0.36 -0.78 0.0876
H 0.7640 2.6150 -1.9353 0.33 -2.30 0.72 0.1209
H -0.7705 1.5131 -0.4876 -1.50 0.43 -0.05 0.0639
H -0.4233 -0.5174 0.4960 -1.05 -0.20 1.76 0.0731
H -0.5766 -0.6204 -1.1457 0.15 -0.55 -0.59 0.1066
H 2.1430 -0.8543 0.2781 0.30 0.23 -0.55 0.1024
H 1.3253 -2.3056 0.1946 -1.58 -0.10 1.41 0.0426
H 1.6956 -1.1747 -2.3761 -0.49 0.38 -1.45 0.0529
H 3.0623 -1.9734 -1.5140 -3.42 -1.28 -0.88 0.1663
H 0.5691 -3.3004 -3.1123 1.47 0.65 2.98 0.1417
H 0.9155 -5.2850 0.6245 0.83 2.83 -2.69 0.1045
H -0.5826 -4.8823 -2.8387 0.81 -2.54 3.90 0.1206
H -0.7319 -5.8796 -0.6328 1.51 1.49 -5.07 0.2539
H 0.3738 2.6046 2.8260 -0.36 -1.39 -2.37 0.1842
H -1.9742 1.4160 1.3530 0.99 1.08 0.84 0.1663
H -3.1156 2.9227 2.7532 -0.42 0.21 0.90 0.0711
H -1.5780 3.7333 3.4138 -0.40 0.82 -0.52 0.0748
H -1.7117 2.0987 3.9067 -1.81 1.31 -2.06 0.1451
H -2.9774 4.5238 -0.1880 0.05 0.00 1.60 0.1397
N 0.8645 1.5624 -1.7028 1.17 2.49 -0.94 0.0476
N 0.9233 -3.1794 -2.0785 0.42 -1.04 -0.58 -0.0126
N 1.2057 -4.3743 -0.0274 -1.22 -2.87 -0.06 0.0274
N -0.0562 -5.4864 -1.9328 -0.90 3.06 2.42 -0.0374
N 0.0084 2.1011 1.9324 2.07 0.70 1.69 0.0555
O 2.2032 1.9401 1.0947 -4.15 -0.67 -0.62 0.0086
O -0.7584 3.6609 -0.3370 -2.57 0.35 1.58 0.0862
O -2.8050 4.1847 0.7438 1.99 -1.09 -2.99 0.0273

***

58
Properties=species:S:1:pos:R:3:forces:R:3:lowdin_charge:R:1 method="wB97M-V/def2-TZVPD" e_above_lowest_kcal_mol=114.4 charge=-1 homo_ev=-7.390 orbital_gap_ev=8.65 energy_ha=-4611.96721 lumo_energy_ev=1.256
Ag -0.8817 -1.4229 -1.0584 0.00 -0.33 -0.59 0.7803
C -1.2271 2.0687 4.9778 1.56 0.30 0.18 -0.0849
C -0.9476 1.6339 3.5400 -3.63 -1.70 0.24 -0.3043
C 0.4179 1.4676 3.0154 0.74 1.78 0.19 -0.2070
C 0.3860 1.0699 1.5333 2.68 0.65 0.29 -0.0630
N 1.8075 1.2871 0.8358 0.83 -0.15 0.81 -0.1906
C 2.2759 2.8072 0.8480 -1.34 -1.61 0.85 -0.0876
C 3.0231 2.9423 -0.4217 1.10 0.41 -0.95 -0.1835
C 2.1684 2.2396 -1.4625 -1.39 -0.08 0.66 -0.1040
C 1.7468 0.9798 -0.6653 0.00 -1.45 -0.56 -0.1102
C 2.9291 0.4258 1.5243 -0.60 1.35 -1.09 0.0489
H -0.8610 3.0725 5.1933 -0.16 0.30 -0.11 0.0659
H -0.6154 1.4397 5.6244 -0.10 -0.21 0.28 0.0691
H -2.2589 1.9921 5.3207 0.02 -0.09 -0.50 0.0809
H -1.6485 2.1046 2.8505 0.37 0.69 -0.18 0.1108
H -1.3954 0.6407 3.5074 -0.12 -0.38 0.00 0.0987
H 0.9528 0.8437 3.7314 0.30 -0.51 -0.57 0.1240
H 0.8220 2.4685 3.1675 0.79 0.20 -0.49 0.1133
H -0.2035 1.7424 0.9101 -0.61 -0.54 0.33 0.1133
H 0.1941 -0.0016 1.4780 -0.34 0.16 -0.58 0.1283
H 2.8061 2.9500 1.7896 0.01 0.21 -0.23 0.1261
H 1.3460 3.3754 0.8234 0.04 0.11 0.16 0.1369
H 3.9982 2.4671 -0.3150 0.12 -0.07 -0.17 0.1165
H 3.2151 3.9742 -0.7157 -0.08 0.09 0.27 0.1285
H 2.5601 2.1309 -2.4739 0.60 -0.78 0.43 0.1325
H 1.2952 2.8538 -1.6827 -0.33 0.11 0.40 0.1126
H 2.3424 0.1062 -0.9305 1.07 0.36 0.52 0.0942
H 0.8205 0.4348 -0.8471 -0.80 1.17 -0.22 0.0762
H 2.7196 -0.6382 1.4138 -0.12 0.20 -0.01 0.0988
H 3.0941 0.7473 2.5527 -0.52 -0.12 -0.02 0.0912
H 3.8271 0.7049 0.9733 0.02 -0.41 -0.03 0.0962
N -2.0663 0.4273 -0.2952 -1.79 -1.29 3.48 -0.3547
S -2.8641 1.5135 -1.0395 -0.72 5.47 -8.08 0.4964
O -3.6160 2.5273 -0.2883 0.79 -2.69 -0.38 -0.2815
O -3.2180 1.1761 -2.4500 -0.39 -0.07 4.16 -0.2848
F -1.5769 2.3826 -1.4600 1.03 0.45 0.72 -0.2368
S -3.3215 -0.0534 0.7271 -2.03 -5.69 2.14 0.5451
O -4.5558 -0.4067 0.0905 0.29 2.18 -0.92 -0.2352
O -3.4388 0.2763 2.1242 1.38 1.51 -1.20 -0.2534
F -2.8071 -1.5694 0.8486 1.48 0.24 0.33 -0.2394
N -2.1668 -3.2728 -1.5509 -1.97 1.46 -4.15 -0.3742
S -2.5330 -4.4605 -0.6950 1.35 -4.66 5.81 0.4766
O -2.0691 -5.7327 -1.2525 -1.69 1.76 0.96 -0.2787
O -3.7204 -4.3614 0.1522 1.78 -0.40 -1.87 -0.2773
F -1.3066 -4.1057 0.3469 -0.51 -0.25 0.23 -0.2583
S -3.0910 -3.6029 -2.9075 -1.97 2.84 -4.69 0.5818
O -4.5487 -3.3905 -2.8902 2.86 -0.48 1.46 -0.2773
O -2.6524 -4.6226 -3.8127 0.32 -0.08 1.44 -0.2599
F -2.5749 -2.2830 -3.6886 -0.09 -0.25 0.81 -0.2233
N 1.2692 -1.8012 -2.2364 -4.28 2.55 -3.39 -0.3279
S 2.5176 -2.5596 -2.1398 10.67 -6.46 4.17 0.4279
O 3.7782 -1.8858 -2.5934 -3.03 -1.80 0.91 -0.3172
O 2.4393 -4.0392 -2.2973 0.13 3.91 0.34 -0.2729
F 2.7024 -2.3216 -0.5483 -0.32 -0.30 0.55 -0.2351
S 1.3634 -1.8277 -3.9157 -4.25 2.32 -6.66 0.6191
O 0.9395 -3.0652 -4.6031 1.70 2.64 2.32 -0.2480
O 2.3885 -0.9491 -4.4938 -1.96 -1.90 1.25 -0.2869
F 0.0202 -0.9003 -4.1689 1.07 -0.69 0.94 -0.2325

***

58
Properties=species:S:1:pos:R:3:forces:R:3:lowdin_charge:R:1 method="wB97M-V/def2-TZVPD" charge=-2 homo_ev=-1.010 orbital_gap_ev=3.00 energy_ha=-7302.61528 lumo_energy_ev=1.991
O 18.5042 22.0635 8.8627 -2.22 0.13 0.11 -0.3302
V 16.8838 22.0498 8.7805 3.83 -1.08 -1.49 0.9285
O 16.4432 22.4707 10.2363 -0.73 0.52 0.24 -0.3611
O 15.0152 21.1508 12.3203 -2.95 -2.25 0.43 -0.2620
V 13.8212 20.0749 12.1075 4.36 3.80 -3.07 1.0726
O 12.5421 20.6637 12.7768 -0.66 -0.60 0.81 -0.3263
C 17.5183 17.7783 10.7969 -0.72 1.19 -0.75 -0.6348
F 18.0037 16.8861 9.9484 0.00 -0.28 0.31 0.1444
F 17.1558 17.1848 11.9410 0.18 -0.20 0.08 0.1138
F 18.4751 18.6745 11.0448 -0.08 -0.26 0.36 0.1350
S 16.0310 18.6446 9.9635 1.30 -0.74 -2.99 0.5927
O 15.6118 17.7107 8.9533 0.17 0.64 1.37 -0.2308
O 15.0367 18.8023 11.0471 -1.31 -0.06 1.51 -0.4144
O 16.6334 19.8892 9.5242 -0.56 -0.27 0.46 -0.3026
S 16.3969 20.4534 5.7726 -1.00 -3.37 -4.16 0.2332
O 16.9259 21.3213 6.8710 0.42 2.46 3.17 -0.4608
O 17.2560 20.5720 4.5679 0.52 0.93 0.80 -0.4133
O 16.4709 19.0618 6.2462 -0.37 0.67 0.61 -0.3771
O 15.0495 20.8904 5.3972 -0.07 0.33 0.88 -0.3999
As 12.8836 21.4051 8.4062 0.86 -1.40 -2.44 0.7998
F 12.5992 21.7784 6.7518 0.01 0.52 0.73 -0.2173
F 13.7295 19.9292 8.0009 -0.63 0.85 0.35 -0.2166
F 13.1857 20.8656 10.0961 0.20 -0.32 1.99 -0.3015
F 12.1464 22.8377 9.0516 0.19 -0.25 -0.11 -0.2411
F 11.3643 20.5700 8.4297 0.00 0.09 0.57 -0.2513
F 14.4418 22.2367 8.4054 -0.39 0.10 0.18 -0.2580
C 19.7645 18.8209 7.5247 -1.27 -0.05 -0.58 -0.0898
O 19.5179 19.2085 6.1862 1.12 -0.19 0.34 -0.1640
C 20.2667 20.3178 5.8042 -0.46 0.46 -0.38 -0.2214
C 21.7909 20.1486 5.7261 0.01 -0.71 0.14 -0.2010
O 22.0766 18.7898 5.4198 0.14 -0.04 -0.12 -0.1992
C 23.3910 18.3780 5.7098 -0.71 0.55 -0.57 -0.1319
H 18.9402 18.1319 7.7131 0.14 -0.13 0.30 0.0859
H 19.6203 19.6857 8.1774 0.30 0.03 0.25 0.0805
H 20.7243 18.3105 7.6601 0.14 0.17 0.04 0.0780
H 20.0369 21.1676 6.4644 0.06 0.07 -0.01 0.1214
H 19.8902 20.5725 4.8129 -0.10 0.00 0.04 0.1166
H 22.3363 20.3861 6.6503 -0.25 0.19 0.12 0.1071
H 22.1427 20.8198 4.9306 0.24 0.00 0.05 0.1140
H 23.6938 18.7337 6.7010 0.11 -0.24 0.10 0.0779
H 24.0846 18.7855 4.9615 0.21 -0.06 0.07 0.0763
H 23.3686 17.2931 5.6317 0.28 -0.05 0.21 0.0817
C 14.4503 27.5395 9.7222 -0.42 0.67 -0.01 -0.1469
O 14.4593 26.8857 8.4844 0.42 -0.20 0.22 -0.1939
C 14.8166 25.4925 8.6012 -0.67 0.72 -0.83 -0.1572
C 16.2878 25.3199 8.9371 0.18 -0.17 1.17 -0.1959
O 16.9747 24.3735 8.1502 -0.33 -0.79 -0.13 -0.2535
C 17.2246 24.7513 6.7958 0.55 0.17 0.41 -0.0386
H 14.2413 28.5944 9.5207 -0.06 -0.05 -0.03 0.0807
H 15.3972 27.5305 10.2745 0.07 -0.35 -0.10 0.0807
H 13.6435 27.1688 10.3667 0.12 -0.16 0.09 0.0883
H 14.5885 25.1046 7.6079 0.19 -0.26 0.09 0.1289
H 14.1052 25.0184 9.2806 0.33 -0.20 0.23 0.1228
H 16.4272 24.9700 9.9621 -0.19 -0.24 -0.06 0.1186
H 16.8007 26.2893 8.9383 -0.02 0.08 -0.60 0.1258
H 17.8484 25.6537 6.8027 -0.11 0.08 0.02 0.0909
H 16.3032 24.9545 6.2530 0.02 -0.28 -0.14 0.0979
H 17.8209 23.9430 6.3801 -0.39 -0.13 -0.28 0.0983

***

41
Properties=species:S:1:pos:R:3:forces:R:3:lowdin_charge:R:1 method="wB97M-V/def2-TZVPD" e_above_lowest_kcal_mol=0.0 charge=-1 homo_ev=-4.700 orbital_gap_ev=7.10 energy_ha=-7144.35457 lumo_energy_ev=2.405
Ga 2.8852 -1.1169 2.1208 -0.07 0.14 0.40 -0.4158
S 5.3699 -1.6320 -1.7214 -0.03 -0.11 -0.02 -0.1354
As 3.5561 -1.0890 -0.8722 -0.08 0.20 -0.59 -0.3904
S 2.7987 -2.7151 0.5318 -0.15 -0.05 0.11 0.1380
S 3.8673 0.3780 0.7720 0.03 0.62 0.35 0.1148
S 2.0973 -0.2565 -2.2338 0.06 -0.39 0.47 -0.0714
C -2.6493 2.0606 0.6691 -1.82 0.67 -0.23 -0.1046
C -2.0088 2.9756 -0.3439 0.27 0.81 -0.73 -0.2761
C -0.7436 2.4744 -1.0043 0.11 -1.44 0.90 -0.2111
C 0.5154 2.5014 -0.1426 0.35 -2.21 -0.04 -0.1350
N 0.5790 1.6577 1.1288 0.01 2.27 -1.22 0.0293
C 0.3854 0.3640 1.2389 -0.28 -0.32 1.19 -0.8256
S 0.6868 -0.3137 2.8153 0.36 -0.28 0.10 0.6743
N -0.0629 -0.3210 0.2201 0.18 0.10 -0.53 0.0279
C -0.4837 -1.7075 0.2099 -0.03 0.11 0.98 -0.2339
C -1.9126 -1.8445 -0.2438 -1.49 0.21 0.59 -0.1930
C -2.1265 -1.4646 -1.7139 0.47 -0.95 0.50 -0.2544
C -1.6135 -2.5326 -2.6755 -0.11 -0.87 -0.11 -0.1074
H -3.6849 2.4834 0.8732 1.06 -0.69 -0.07 0.0887
H -2.1241 2.0649 1.6115 0.24 -0.40 0.21 0.0613
H -2.7785 1.0555 0.2315 0.17 0.30 0.47 0.0632
H -1.7735 3.9789 0.0568 -0.25 -0.32 0.20 0.1125
H -2.6971 3.1702 -1.1742 -0.23 -0.07 0.20 0.1033
H -0.5285 3.0942 -1.8485 0.28 0.41 -0.63 0.1079
H -0.8772 1.4446 -1.3921 -0.16 0.65 0.01 0.0878
H 0.6976 3.4965 0.1612 0.38 1.05 0.48 0.1035
H 1.3367 2.1246 -0.7706 0.02 0.34 0.15 0.0714
H 1.0969 2.1127 1.8741 -0.21 -0.50 -0.14 0.1231
H 0.2577 0.0741 -0.6562 0.07 -0.26 -0.67 0.0067
H -0.3061 -2.0607 1.2270 -0.31 -0.20 -0.11 0.0770
H 0.1733 -2.2712 -0.4112 0.59 -0.28 -0.61 0.0572
H -2.6090 -1.3018 0.4677 0.80 -0.16 -0.85 0.1184
H -2.2542 -2.8745 -0.1431 0.29 -0.31 0.12 0.1080
H -1.6141 -0.5469 -1.9107 0.28 0.75 -0.28 0.0705
H -3.1685 -1.3186 -1.9138 -0.72 0.26 -0.04 0.0946
H -0.5912 -2.8644 -2.4936 0.18 0.42 0.10 0.0658
H -1.6589 -2.1635 -3.6948 0.06 0.01 -0.21 0.0660
H -2.1877 -3.4854 -2.6484 -0.07 0.68 0.15 0.0789
O 5.4966 -1.1961 5.6398 -0.77 -0.03 -1.65 -0.5614
S 5.0501 -1.1996 4.2216 1.39 0.05 1.51 0.7301
N 3.6048 -1.2352 3.9374 -0.87 -0.19 -0.43 -0.4648

***

44
Properties=species:S:1:pos:R:3:forces:R:3:lowdin_charge:R:1 method="wB97M-V/def2-TZVPD" e_above_lowest_kcal_mol=149.3 homo_ev=-4.382 orbital_gap_ev=2.14 energy_ha=-21684.24040 lumo_energy_ev=-2.245
Na -18.7311 24.2853 -6.2558 -0.64 0.66 -0.72 0.7269
Na -21.5683 21.2250 -11.1439 0.50 0.21 0.50 0.7301
Na -18.2255 25.6178 -10.9987 -0.33 0.06 0.66 0.6573
C -20.7412 27.4424 -7.2222 -2.83 1.69 -1.03 -1.0980
O -21.2932 28.5231 -7.6246 -0.42 0.80 0.44 -0.0441
O -21.2726 26.6981 -6.3953 -0.20 -1.84 2.09 -0.0765
O -19.7310 27.1797 -7.8901 4.38 -1.89 -1.76 -0.0928
B -18.7319 22.0048 -9.1070 -0.37 0.07 0.01 -0.4494
H -18.4350 21.9868 -10.1442 1.03 0.00 -4.44 -0.1089
H -19.2025 21.0767 -8.8218 -1.69 -3.90 1.19 -0.0961
H -17.8340 22.2264 -8.5511 3.60 0.65 2.46 -0.0936
H -19.4488 22.7873 -8.9118 -3.00 3.38 0.60 -0.1079
Br -15.7157 19.9718 -5.0096 0.01 0.41 0.01 0.5975
C -13.8166 20.4200 -5.1296 0.58 -1.68 0.80 -0.6759
C -13.3319 21.0587 -3.7899 -0.57 1.13 -1.28 -0.6639
Br -11.3709 21.3818 -3.7808 -0.98 -0.40 0.02 0.5717
H -13.6181 20.7952 -6.1335 -0.09 1.24 0.60 0.0529
H -13.3894 19.4244 -5.2494 0.18 -0.06 0.50 0.0366
H -13.7008 20.5733 -2.8864 0.62 -0.78 -0.34 0.0538
H -13.7802 22.0450 -3.6706 0.25 0.19 -0.36 0.0398
Br -13.1804 24.0949 -8.6911 -0.04 -0.41 0.12 0.5760
C -11.4379 24.0098 -9.6155 -0.86 0.70 -0.05 -0.6726
C -10.3596 24.0749 -8.5523 0.16 -0.10 -0.23 -0.6942
Br -8.5962 23.8700 -9.4041 -0.39 -0.11 0.21 0.5992
H -11.6168 24.8630 -10.2699 1.01 0.09 0.13 0.0398
H -11.4195 23.1281 -10.2560 0.10 -0.12 0.48 0.0572
H -10.5354 23.2754 -7.8327 0.38 -0.15 -0.21 0.0486
H -10.2749 24.9946 -7.9735 -0.38 0.06 -0.42 0.0549
Br -16.5612 17.6035 -13.2416 0.17 0.96 0.35 0.5462
C -15.8288 18.9694 -11.9913 -0.06 -1.40 1.07 -0.6541
C -16.1886 18.5968 -10.5245 1.39 0.40 -1.15 -0.6346
Br -15.0725 17.0601 -9.8555 -0.96 0.90 -0.43 0.5398
H -16.1641 19.9966 -12.1340 -0.40 -0.30 -0.62 0.0621
H -14.7476 18.9210 -12.1211 -0.17 0.03 -0.07 0.0407
H -17.2588 18.4464 -10.3825 0.35 -0.22 0.23 0.0587
H -15.8027 19.4796 -10.0148 -0.36 -0.29 0.69 0.0521
Br -24.3618 19.2969 -3.0715 1.26 -0.21 -1.17 0.5631
C -22.9080 19.0323 -4.4527 0.24 -0.37 -0.40 -0.6521
C -22.8965 20.0872 -5.5513 -1.48 -0.20 0.08 -0.6016
Br -24.0760 19.4633 -7.0698 0.54 0.43 0.60 0.5233
H -23.0261 18.0557 -4.9222 -0.42 -0.02 0.40 0.0339
H -21.9173 18.9907 -4.0003 -0.30 0.30 0.63 0.0599
H -21.9341 20.2940 -6.0194 -0.11 -0.14 0.30 0.0543
H -23.3934 20.9682 -5.1453 0.31 0.22 -0.51 0.0402

***

40
Properties=species:S:1:pos:R:3:forces:R:3:lowdin_charge:R:1 method="wB97M-V/def2-TZVPD" e_above_lowest_kcal_mol=0.0 homo_ev=-8.728 orbital_gap_ev=8.91 energy_ha=-1644.05114 lumo_energy_ev=0.184
C 6.5478 -2.7043 2.1723 0.09 -0.09 -0.09 -0.0627
B 6.5810 -1.1898 1.8020 -0.24 -0.01 -0.06 -0.7339
O 7.6151 -0.4371 2.2566 0.25 -0.12 -0.11 0.0771
P 5.2486 -0.2053 0.7071 0.16 0.13 0.13 0.8104
P 3.3525 -1.1872 1.1569 0.03 -0.02 -0.20 0.2504
N 2.8410 -2.0872 0.0438 -0.17 0.09 0.17 -0.1648
O 3.6307 -1.8863 2.5940 0.25 0.03 -0.05 -0.2108
O 2.3569 0.0295 1.5813 -0.01 0.04 0.14 -0.2328
H 6.2517 -2.8458 3.2153 -0.01 0.06 -0.01 0.0682
H 5.8593 -3.2839 1.5589 -0.01 0.01 0.03 0.0553
H 7.5551 -3.1199 2.0688 -0.04 0.00 0.03 0.0672
H 7.6526 0.4550 1.8997 -0.15 0.10 0.12 0.0764
H 5.4369 -0.8754 -0.5166 0.01 -0.07 0.02 -0.0902
H 1.9522 -1.9050 -0.4106 0.05 -0.09 -0.09 -0.0373
H 3.0755 -1.5401 3.2968 -0.22 -0.04 0.07 0.0687
H 2.7891 0.7334 2.0810 0.03 0.02 -0.12 0.0575
O 0.1557 -1.1641 -1.3662 0.00 -0.03 0.00 0.1091
C -0.7800 -1.0134 -0.6333 0.00 0.04 -0.01 -0.4782
O -2.0559 -1.0786 -1.0736 0.03 0.02 -0.03 0.0284
C -2.9716 -0.7772 -0.0027 -0.08 0.05 0.02 -0.1455
C -2.1947 -1.0646 1.2773 0.01 -0.01 -0.02 -0.1430
C -0.7695 -0.7271 0.8544 -0.09 -0.16 0.03 -0.0852
H -3.2618 0.2717 -0.0869 -0.01 -0.01 0.03 0.1133
H -3.8583 -1.3906 -0.1355 0.01 -0.01 -0.04 0.1303
H -2.5600 -0.4886 2.1247 0.00 0.03 -0.02 0.1158
H -2.2689 -2.1241 1.5261 -0.01 0.00 0.01 0.1190
H -0.5260 0.3277 0.9946 0.02 0.00 -0.01 0.1298
H 0.0040 -1.3192 1.3352 0.04 0.06 0.01 0.1076
O -5.7931 1.7701 -0.2893 0.00 0.02 0.01 0.1167
C -5.3163 2.1162 -1.3299 0.08 0.00 -0.01 -0.4980
O -4.9273 1.2275 -2.2745 0.01 -0.06 0.04 0.0135
C -4.2780 1.9015 -3.3668 0.02 0.01 -0.03 -0.1475
C -4.7952 3.3357 -3.3105 -0.04 0.00 -0.01 -0.1507
C -5.0187 3.5232 -1.8146 -0.05 -0.03 -0.03 -0.0769
H -3.1986 1.8432 -3.2111 0.00 0.01 0.00 0.1280
H -4.5320 1.3713 -4.2807 -0.01 0.00 0.01 0.1259
H -4.1020 4.0478 -3.7527 0.02 -0.01 0.02 0.1148
H -5.7453 3.4077 -3.8413 0.01 0.01 -0.01 0.1178
H -4.1169 3.8648 -1.3012 -0.01 0.01 0.01 0.1311
H -5.8356 4.1887 -1.5490 0.02 0.01 0.02 0.1250